C23H29N3O4 in the gas phase. Source: the Open Molecules 2025 dataset; level of theory: wB97M-V/def2-TZVPD.

Computed properties:
Orbital gap, eV: 8.5
Energy above the lowest of the compared OMol25 structures with the same formula, charge and spin, kcal per mole: 23.2
F_max, eV/Å: 0.9
Calculated total energy, eV: -36983.0575
SMILES: CC[C@H]1CN(C(=O)N2CCC(C(=O)NCc3ccco3)CC2)c2cc(C)ccc2O1
HOMO energy, eV: -7.91

Atoms and positions in Å:
C: 0.17283 -2.69633 -4.87648
C: 1.05142 -2.24696 -3.71603
H: 1.82509 -1.56403 -4.07095
H: 0.44140 -1.71577 -2.98273
C: 1.73102 -3.44079 -3.03295
C: 2.71366 -2.98772 -1.94807
N: 1.95761 -2.29583 -0.92656
C: 2.40249 -1.05606 -0.50337
O: 3.57490 -0.74892 -0.62866
N: 1.47999 -0.21721 0.05886
C: 1.97360 1.02958 0.60785
H: 3.03480 0.90415 0.82824
H: 1.86434 1.83884 -0.12690
C: 1.18576 1.36719 1.86970
H: 1.58378 2.28323 2.30874
C: -0.30687 1.51344 1.54325
C: -0.56201 2.75727 0.69078
O: -0.94473 2.73134 -0.45912
N: -0.30572 3.91543 1.34279
H: -0.08162 3.90130 2.32490
C: -0.54335 5.21389 0.73839
C: -1.70305 5.90879 1.37102
C: -3.04554 5.81205 1.15074
C: -3.66387 6.67711 2.08631
C: -2.65271 7.23055 2.80697
O: -1.46267 6.76984 2.38657
H: -2.64764 7.93877 3.61147
H: -4.71244 6.85942 2.20065
H: -3.52582 5.20433 0.41201
H: -0.74960 5.02419 -0.31757
H: 0.35361 5.83224 0.84082
C: -0.79793 0.24656 0.83677
C: 0.09275 -0.11577 -0.35132
H: -0.24744 -1.05550 -0.78272
H: 0.00040 0.67422 -1.10785
H: -1.81256 0.40382 0.46942
H: -0.81101 -0.57936 1.54886
H: -0.86909 1.64158 2.47641
H: 1.31097 0.56012 2.59483
C: 0.91583 -3.06315 -0.39753
C: 0.48676 -2.93259 0.91979
C: -0.52432 -3.72635 1.43277
C: -1.09461 -4.69289 0.61088
C: -0.65006 -4.86848 -0.68361
C: 0.35894 -4.06555 -1.20288
O: 0.77238 -4.32635 -2.47760
H: -1.07087 -5.63084 -1.31984
H: -1.88379 -5.32233 0.99360
C: -1.00065 -3.54779 2.84384
H: -0.29283 -2.95904 3.42230
H: -1.13240 -4.51243 3.32953
H: -1.96374 -3.03600 2.85413
H: 0.97082 -2.19668 1.54323
H: 3.46581 -2.30694 -2.34577
H: 3.21608 -3.86485 -1.52121
H: 2.25802 -4.03757 -3.78732
H: 0.77479 -3.16700 -5.65057
H: -0.56391 -3.41645 -4.52891
H: -0.34701 -1.84573 -5.30990

Results of the Löwdin charge analysis, in e, for atoms 1 through 2: C -0.0905; C -0.1821

A molecular structure, C41H31BrFeIN4P2SeTe at a distorted geometry. Source: the Open Molecules 2025 dataset; level of theory: wB97M-V/def2-TZVPD.

Computed properties:
Orbital gap (alpha / beta), eV: 4.7 / 4.7
Energy above the lowest of the compared OMol25 structures with the same formula, charge and spin, kcal per mole: 34.6
F_max, eV/Å: 2.0
Charge: +1
Calculated total energy, eV: -252719.8220
HOMO energy (alpha / beta), eV: -9.13 / -9.13

Atoms and positions in Å:
Fe: -1.22965 1.42248 0.33369
Te: -0.77310 -3.10648 -0.18872
C: 0.98349 -4.19188 -0.65336
C: 0.91926 -5.34590 -1.42024
C: 2.09728 -6.03179 -1.68651
N: 3.29281 -5.64205 -1.25290
C: 3.33810 -4.53628 -0.51210
C: 2.22135 -3.78305 -0.18099
C: 0.15591 -1.22097 0.09338
P: -0.33418 -0.28432 1.54392
C: 1.14772 0.03725 2.56869
C: 1.03440 0.28358 3.93807
C: 2.15786 0.57958 4.69636
C: 3.40718 0.63640 4.09235
C: 3.52669 0.39868 2.73025
C: 2.40117 0.10311 1.97329
C: -1.29766 -1.32764 2.67945
C: -2.64642 -1.11254 2.93251
C: -3.37150 -2.00078 3.71835
C: -2.73821 -3.09711 4.28004
C: -1.37997 -3.29857 4.06630
C: -0.66381 -2.42383 3.26896
P: -0.21579 -0.11072 -1.25808
C: -0.25928 -1.06128 -2.80373
C: 0.79223 -1.91978 -3.11117
C: 0.76570 -2.64504 -4.29001
C: -0.29965 -2.50641 -5.17220
C: -1.33724 -1.63542 -4.87809
C: -1.31868 -0.91407 -3.69221
C: 1.24883 0.96491 -1.63484
C: 2.57371 0.56456 -1.47552
C: 3.61886 1.42063 -1.79413
C: 3.35545 2.68645 -2.30330
C: 2.04181 3.07937 -2.52006
C: 1.00060 2.22123 -2.18666
H: -0.01907 -5.70728 -1.82297
H: 2.07995 -6.93358 -2.28885
H: 4.32220 -4.23830 -0.16546
H: 2.31670 -2.88505 0.41939
H: 0.06500 0.22683 4.42172
H: 2.05997 0.75528 5.75991
H: 4.28503 0.85923 4.68461
H: 4.49990 0.43470 2.25726
H: 2.48703 -0.09526 0.91537
H: -3.13740 -0.22858 2.54391
H: -4.42492 -1.82861 3.89779
H: -3.30086 -3.79146 4.88980
H: -0.87814 -4.14571 4.51471
H: 0.38991 -2.59569 3.08729
H: 1.61786 -2.04104 -2.42246
H: 1.57708 -3.32435 -4.51672
H: -0.31764 -3.08266 -6.08784
H: -2.16143 -1.51905 -5.56963
H: -2.13482 -0.24126 -3.45324
H: 2.79125 -0.43008 -1.10251
H: 4.64258 1.09508 -1.65978
H: 4.17044 3.35740 -2.54186
H: 1.82679 4.05058 -2.94829
H: -0.02188 2.51615 -2.38954
Br: -2.08709 3.51353 -0.59808
C: -3.44999 2.95930 -1.81538
C: -3.74981 3.79139 -2.87924
C: -4.73679 3.40806 -3.77489
C: -5.40895 2.20823 -3.60085
C: -5.09974 1.37898 -2.53229
C: -4.11119 1.75675 -1.63675
I: -3.65818 0.48831 -0.02768
H: -3.21775 4.72475 -3.00110
H: -4.97585 4.05135 -4.61022
H: -6.17902 1.91101 -4.29926
H: -5.62143 0.44125 -2.39737
Se: -2.10561 2.67408 4.34493
N: -0.76935 3.79769 4.55604
C: -0.02371 3.73734 3.46928
C: 1.16530 4.47596 3.19184
C: 1.76189 4.26906 1.99124
C: 1.23481 3.32829 1.05407
N: 0.17670 2.59852 1.28359
C: -0.47805 2.81491 2.47298
N: -1.57695 2.13204 2.72965
H: 1.56341 5.16949 3.91969
H: 2.66467 4.80296 1.73101
H: 1.73192 3.15712 0.10541

Results of the Löwdin charge analysis, in e, for atoms 1 through 2: Fe -0.2993; Te 1.2871

A molecular structure, C4H8N2OS at a distorted geometry. Source: the Open Molecules 2025 dataset; level of theory: wB97M-V/def2-TZVPD.

Computed properties:
Orbital gap, eV: 8.7
Energy above the lowest of the compared OMol25 structures with the same formula, charge and spin, kcal per mole: 91.9
F_max, eV/Å: 5.9
Calculated total energy, eV: -20136.8475
HOMO energy, eV: -8.82

Atoms and positions in Å:
C: 1.32448 1.13635 -0.74017
C: -0.06640 0.60679 0.98625
C: -1.25041 -0.36101 0.83120
C: -1.14584 -1.48980 0.00148
H: 2.39236 2.11306 -2.49307
H: 3.38067 0.48206 -1.67681
H: 0.72701 2.11291 -0.77576
H: -0.52149 1.60027 0.90883
H: 0.45048 0.49970 1.98672
H: -0.23904 -1.97844 0.38095
H: -1.01240 -1.14553 -0.94696
H: -2.73385 -2.20999 1.15527
N: 2.44774 1.10550 -1.68625
N: 0.96733 0.15066 -0.00985
O: -2.19877 -2.40466 0.19472
S: -2.52186 -0.21786 1.88346

Results of the Löwdin charge analysis, in e, for atoms 1 through 2: C -0.3192; C -0.2391

A molecular structure, C12H23InN2O3P2 at a distorted geometry. Source: the Open Molecules 2025 dataset; level of theory: wB97M-V/def2-TZVPD.

Computed properties:
Orbital gap (alpha / beta), eV: 4.6 / 5.7
Energy above the lowest of the compared OMol25 structures with the same formula, charge and spin, kcal per mole: 7.4
F_max, eV/Å: 2.6
Charge: +2
Calculated total energy, eV: -45673.2704
HOMO energy (alpha / beta), eV: -15.28 / -15.52

Atoms and positions in Å:
In: -0.21331 0.35471 0.50107
P: 2.10168 -0.66066 0.17832
C: 2.19339 -1.09910 -1.52064
C: 1.02726 -1.31402 -2.26707
N: -0.16342 -0.86234 -1.71531
C: -1.32470 -1.27842 -2.20931
C: -1.35418 -2.16412 -3.29015
C: -0.18291 -2.55428 -3.95273
C: 1.03100 -2.12108 -3.46697
C: -2.65285 -0.82720 -1.53596
P: -2.41939 0.79780 -0.68659
H: 1.96690 -2.46167 -3.92579
H: -2.34706 -2.50235 -3.55844
H: -0.26147 -3.27351 -4.76495
H: -3.45653 -0.71121 -2.29103
H: -3.01849 -1.56716 -0.79022
H: 3.55074 2.96343 -4.10323
H: 3.09840 -1.33124 -2.05959
H: -0.88315 3.86619 -1.39278
O: 3.59959 2.57935 -3.23326
H: 4.48327 2.09020 -3.23525
H: 0.51173 1.84786 0.27632
O: -0.05664 4.32267 -1.66836
H: 0.42672 3.52292 -2.03407
C: -2.62146 1.96925 -2.05655
H: -3.59193 1.81628 -2.54766
H: -2.55349 2.98799 -1.65874
H: -1.80270 1.83372 -2.77372
C: -3.92850 0.96796 0.31376
H: -3.75771 1.80900 1.00548
H: -4.77706 1.18878 -0.35507
H: -4.11019 0.05006 0.89560
C: 1.94135 -2.20976 1.16436
H: 2.90880 -2.74224 1.12147
H: 1.67455 -1.97072 2.21262
H: 1.15285 -2.84645 0.72497
C: 3.60003 0.19901 0.73091
H: 3.50694 0.49056 1.78246
H: 4.45474 -0.47572 0.61717
H: 3.75736 1.10159 0.13281
O: 0.05370 -0.99837 4.47887
C: -0.51740 -0.60249 3.51336
N: -1.04676 -0.18503 2.50189

Results of the Löwdin charge analysis, in e, for atoms 1 through 2: In 0.5943; P 0.8508

C16H13N5O in the gas phase at a distorted geometry. Source: the Open Molecules 2025 dataset; level of theory: wB97M-V/def2-TZVPD.

Computed properties:
Orbital gap, eV: 8.7
Energy above the lowest of the compared OMol25 structures with the same formula, charge and spin, kcal per mole: 75.2
F_max, eV/Å: 12.6
Calculated total energy, eV: -26296.4692
SMILES: O=C(c1ccccc1)c1cnc(NCc2cccnn2)nc1
HOMO energy, eV: -9.14

Atoms and positions in Å:
O: 0.65091 1.34511 3.61701
N: 0.70868 3.27895 -5.79259
N: 0.42126 -0.44589 -0.40959
N: -1.34308 1.00790 0.08890
N: 0.75743 2.76326 -4.55917
C: 0.41823 0.21543 3.05114
C: -0.66854 0.29470 -0.79664
C: 0.01630 2.66148 -6.81104
C: 0.66980 -0.44519 0.93758
C: -1.03354 0.90134 1.38551
C: 0.21840 1.53508 -4.27861
C: -0.65324 1.50212 -6.63080
C: -0.64904 0.94449 -5.31467
C: 0.14061 -3.21698 5.53066
C: -0.39825 -3.31324 4.23374
C: 0.79726 -2.10849 5.96828
C: -0.47804 -2.16891 3.42885
C: 0.78111 -0.92435 5.19743
C: 0.02173 0.18552 1.75586
C: 0.32768 -0.99336 3.86498
N: -0.77202 0.77245 -2.08203
C: 0.47995 0.95408 -2.89182
H: 0.20059 3.03264 -7.79584
H: 1.57273 -0.95736 1.30726
H: -1.44932 1.53498 2.14005
H: -1.09373 0.96036 -7.47068
H: -1.13898 0.00641 -5.17761
H: 0.07744 -4.10851 6.11906
H: -0.88270 -4.19779 3.90533
H: 1.35219 -1.98666 6.90610
H: -1.08434 -2.14194 2.61721
H: 1.25486 -0.01329 5.45889
H: -1.42080 1.49258 -2.21629
H: 1.01345 0.02407 -2.84670
H: 1.18501 1.60901 -2.43976

Results of the Löwdin charge analysis, in e, for atoms 1 through 2: O 0.0687; N 0.0140

C3H9BO in the gas phase at a distorted geometry. Source: the Open Molecules 2025 dataset; level of theory: wB97M-V/def2-TZVPD.

Computed properties:
Orbital gap, eV: 10.2
Energy above the lowest of the compared OMol25 structures with the same formula, charge and spin, kcal per mole: 0.2
F_max, eV/Å: 4.3
Calculated total energy, eV: -5981.6594
SMILES: CCB(C)O
HOMO energy, eV: -9.57

Atoms and positions in Å:
B: 0.26957 -0.78714 0.35650
C: 0.66411 -0.88820 -1.51638
C: -0.96926 1.53353 0.33853
C: 0.02581 0.61568 1.05375
O: 0.27777 -1.90661 1.05629
H: 0.31926 -1.84418 -1.88975
H: 1.73742 -0.80955 -1.62614
H: 0.17767 -0.08133 -2.04565
H: -1.93371 1.04179 0.23346
H: -1.11273 2.45489 0.89985
H: -0.60719 1.79003 -0.65399
H: 0.98474 1.13752 1.11220
H: -0.30793 0.46655 2.08279
H: 0.47446 -2.72297 0.59852

Results of the Löwdin charge analysis, in e, for atoms 1 through 2: B -0.3684; C -0.0191

calculated total energy of number 3 (C4H8N2OS)?
-20136.8475 eV

Among the records above, which one has the lowest F_max?
C23H29N3O4

The lowest F_max belongs to which entry?
C23H29N3O4